Record 1
C8H13NO2 | ωB97M-V with the def2-TZVPD basis set

Computed properties:
Energy above the lowest of the compared OMol25 structures with the same formula, charge and spin in eV: 3.2835
DFT total energy in eV: -14089.028
HOMO level in eV: -8.917
SMILES string: C=COC(=O)N(C)C(=C)CC

Geometry (Å):
C  1.877  -0.710  -1.598
H  1.810  -1.703  -1.615
H  1.069  -2.727  -0.301
C  0.542  -2.201  0.613
N  0.001  -1.039  -0.147
H  2.649  1.372  1.165
H  1.159  -1.781  1.449
H  1.206  2.324  1.748
C  1.579  1.421  1.182
H  -2.978  1.517  -1.605
C  -1.342  -0.763  -0.107
H  2.736  -0.119  -1.856
H  0.080  1.498  -0.242
H  1.188  0.580  1.897
C  1.041  -0.253  -0.633
C  -4.033  0.300  -0.126
O  -2.077  -1.532  0.490
H  1.520  1.868  -0.962
H  -4.956  0.674  -0.432
C  1.068  1.275  -0.201
H  -3.956  -0.554  0.472
C  -3.075  0.735  -0.927
O  -1.728  0.350  -0.836
H  -0.265  -2.822  1.025

Force components x, y, z for each atom (eV/Å):
C -0.8 3.5 3.1
H 0.4 -4.0 -1.6
H -0.4 0.2 2.9
C 0.0 -0.2 -1.9
N -0.3 -0.1 1.2
H 0.7 0.1 0.4
H -0.1 -0.8 -1.0
H 0.7 -0.5 -1.0
C -1.1 -0.5 2.9
H -1.1 1.3 -1.2
C -0.1 -0.8 0.3
H 0.1 -0.1 -0.4
H -3.0 1.1 0.0
H 0.7 1.2 -1.5
C 1.0 3.6 -2.6
C 0.5 0.6 -2.0
O -0.1 0.9 -0.5
H 0.9 0.4 -0.4
H -1.7 0.7 0.1
C 0.6 -3.3 -0.4
H 0.2 -0.7 0.9
C 1.8 -1.4 2.2
O 0.9 -1.5 0.7
H 0.3 0.3 -0.4

***

Record 2
C8H13NO3 | ωB97M-V with the def2-TZVPD basis set

Computed properties:
Energy above the lowest of the compared OMol25 structures with the same formula, charge and spin in eV: 3.5935
DFT total energy in eV: -16136.362
HOMO level in eV: -9.792
SMILES string: O=C1CC=NO1.C=CCCOC

Geometry (Å):
H  -1.656  0.962  2.250
H  1.922  -1.756  -0.507
C  -0.734  1.331  2.701
H  0.888  1.253  0.396
H  1.386  1.096  2.886
C  -1.013  -2.103  -3.030
H  -1.648  3.082  3.488
N  -0.942  -1.685  -4.232
O  2.098  -0.379  1.041
H  -0.704  -0.855  -1.295
H  -2.402  -1.262  -1.561
C  0.825  0.303  0.963
C  0.522  0.547  2.446
O  -1.324  -0.343  -4.265
C  2.484  -0.839  -0.192
H  3.544  -1.141  -0.058
H  2.436  -0.098  -1.001
H  -0.786  -3.125  -2.781
O  -1.844  1.251  -2.762
H  0.044  -0.319  0.502
C  -1.566  0.119  -2.979
H  0.160  2.930  3.763
H  0.477  -0.423  2.954
C  -1.439  -1.061  -2.075
C  -0.730  2.515  3.349

Force components x, y, z for each atom (eV/Å):
H 0.1 0.0 0.2
H 0.2 0.6 0.1
C 0.3 1.4 0.3
H 0.2 -0.4 0.2
H -0.5 -0.4 -0.3
C -0.1 0.1 -0.2
H 0.2 -0.1 0.0
N 0.0 -0.6 0.3
O -1.7 1.1 -0.1
H 0.0 -0.1 -0.1
H 0.5 0.1 -0.4
C 0.7 -0.1 1.4
C 0.1 0.5 0.2
O 0.1 0.5 0.2
C 1.4 -1.4 -0.9
H -0.5 0.1 -0.4
H -0.1 0.1 0.2
H 0.1 -0.2 -0.2
O 0.0 0.2 0.1
H 0.2 -0.1 0.1
C -0.2 0.0 -0.7
H 0.6 0.2 0.2
H 0.0 0.0 -0.2
C -0.4 -0.1 0.9
C -1.0 -1.4 -0.8

***

Record 3
C8H13NO3S | ωB97M-V with the def2-TZVPD basis set

Computed properties:
Energy above the lowest of the compared OMol25 structures with the same formula, charge and spin in eV: 2.0937
DFT total energy in eV: -26973.177
HOMO level in eV: -9.069
SMILES string: O=C(O)[C@@H]1CCCN1C(=O)CCS

Geometry (Å):
H  -1.863  1.957  2.918
H  -1.515  -2.629  -3.108
H  -2.726  0.279  0.769
O  -0.774  -2.360  -0.155
S  -0.280  -2.130  -3.717
H  0.999  -0.159  -1.751
H  2.220  0.122  2.098
H  0.284  1.803  -0.963
C  -1.738  0.141  1.215
O  1.352  0.182  1.605
H  1.925  -1.251  -0.843
H  -1.832  -0.861  1.671
C  1.020  -1.225  -1.352
H  -1.641  2.888  0.470
C  0.059  1.324  0.086
C  -0.136  -1.269  -0.390
C  0.955  -2.339  -2.389
H  0.732  -3.211  -1.782
C  -0.783  2.367  0.981
H  1.925  -2.368  -2.989
H  -0.020  3.103  1.189
C  -1.207  1.366  2.054
N  -0.611  0.019  0.180
H  -0.241  1.107  2.628
C  1.428  1.237  0.841
O  2.470  1.905  0.735

Force components x, y, z for each atom (eV/Å):
H 1.0 -2.1 -2.4
H 2.2 0.8 -0.7
H 0.3 0.5 -0.3
O 2.3 4.3 -0.6
S -1.9 -0.7 0.9
H 0.1 -1.4 -0.2
H -1.0 0.0 -0.6
H -0.6 -1.3 1.7
C 1.5 -0.7 0.0
O 2.3 -1.4 2.2
H 1.8 -0.4 1.3
H 0.4 0.7 0.4
C -1.8 2.4 -1.2
H 0.9 -0.9 0.2
C 0.9 1.6 -1.2
C -3.9 -1.1 2.1
C 0.6 0.6 -0.5
H 0.3 -0.5 -0.6
C 0.2 -1.5 -1.7
H -1.2 -0.3 1.1
H -0.2 0.4 0.8
C -0.4 1.5 3.1
N -0.6 -1.2 -1.2
H -2.0 0.0 -0.8
C 1.8 1.4 -2.0
O -2.8 -1.0 0.1

***

Record 4
C8H13NO3S2 | ωB97M-V with the def2-TZVPD basis set

Computed properties:
Energy above the lowest of the compared OMol25 structures with the same formula, charge and spin in eV: 3.5209
DFT total energy in eV: -37805.262
HOMO level in eV: -9.290

Geometry (Å):
C  2.679  0.018  0.596
C  1.416  0.631  1.295
C  -2.961  -0.624  1.462
H  1.697  0.943  2.329
H  -3.775  -1.379  1.352
H  -3.428  0.350  1.789
H  0.146  2.481  -1.340
C  -5.976  -0.304  -0.230
H  1.388  0.831  -2.591
N  -5.328  -0.682  -1.114
H  -4.985  -1.221  -1.865
C  0.846  1.865  0.686
O  -2.729  -1.224  -1.075
H  1.451  2.808  1.013
C  0.857  1.775  -0.834
H  2.794  -0.935  1.110
O  0.763  -1.815  1.742
H  3.370  0.910  0.710
H  1.566  -1.105  -1.094
H  -0.165  2.010  0.916
O  -0.616  -0.491  0.066
S  0.103  -0.549  1.588
H  -2.103  -0.843  2.007
C  1.580  0.902  -1.530
H  3.247  -0.382  -1.515
S  -2.247  -0.173  -0.240
C  2.345  -0.204  -0.950

Force components x, y, z for each atom (eV/Å):
C -2.2 1.6 -1.2
C 0.9 0.1 0.7
C -1.8 2.1 -2.0
H -0.1 -0.7 -0.4
H 1.1 0.4 -0.1
H 0.5 -1.1 0.0
H 0.9 -0.7 0.3
C -0.1 0.3 0.3
H 0.2 0.2 -0.3
N -0.9 0.0 0.2
H 0.6 -0.2 -0.5
C 2.4 1.7 -1.9
O -0.1 -1.5 -1.7
H -1.1 -1.5 -0.4
C -0.3 1.0 -0.3
H 1.1 0.3 0.0
O 0.5 -1.5 0.1
H 0.1 -1.8 -0.1
H 2.1 1.4 0.5
H -1.6 0.4 1.0
O 0.1 -0.2 0.3
S -0.6 1.1 0.0
H 0.7 -0.8 1.5
C -1.2 0.9 -0.1
H 0.2 -0.4 -0.1
S -0.1 0.7 2.3
C -1.2 -1.7 1.6

***

Record 5
C8H13NV | ωB97M-V with the def2-TZVPD basis set

Computed properties:
Multiplicity: 4
DFT total energy in eV: -35674.029
Charge: -2
⟨S²⟩: 3.997
HOMO level (spin up / spin down) in eV: 3.668 / 2.288

Geometry (Å):
C  -0.243  -1.652  -0.494
H  -0.108  1.667  -1.579
C  0.977  0.597  2.594
H  3.014  -1.403  -1.025
H  -1.897  3.625  -1.553
H  0.721  -0.884  -2.336
C  -2.405  1.564  -0.601
H  -2.116  2.131  -2.801
C  -1.973  2.506  -1.756
H  -1.294  -1.535  -0.774
H  -2.724  0.474  -0.752
C  1.738  -2.445  0.556
C  0.825  -1.306  -1.333
H  0.682  1.631  2.850
H  2.398  -2.459  1.405
H  -0.353  -2.460  1.540
V  1.215  -0.481  0.676
C  0.264  -2.290  0.666
H  -2.580  1.921  0.434
N  -0.977  1.958  -1.095
H  2.104  0.577  2.616
H  0.679  -0.025  3.456
C  2.055  -1.711  -0.695

Force components x, y, z for each atom (eV/Å):
C -0.2 -0.6 -0.6
H -1.3 -1.3 0.8
C 0.5 -0.2 0.2
H 0.8 -0.4 -0.5
H -1.5 -0.8 -0.8
H 0.1 0.1 0.5
C 2.8 -0.9 -1.0
H -0.6 0.6 0.5
C -2.5 2.5 -1.5
H 0.4 0.2 0.4
H 0.3 1.9 -0.2
C -1.0 0.5 -1.1
C 0.6 -0.5 -0.1
H 0.1 -0.2 -0.4
H 0.2 -0.6 0.2
H 0.1 -0.4 -0.1
V -1.8 3.4 1.3
C 0.1 -0.6 0.7
H 0.2 -0.1 -0.9
N 2.6 -1.8 3.1
H -0.1 0.2 0.3
H 0.0 0.0 -0.1
C 0.3 -1.0 -0.6

***

Record 6
C8H13O5Sr | ωB97M-V with the def2-TZVPD basis set

Computed properties:
Multiplicity: 2
DFT total energy in eV: -19569.326
⟨S²⟩: 1.097
HOMO level (spin up / spin down) in eV: -7.247 / -7.535

Geometry (Å):
H  -0.686  -2.312  1.279
H  2.921  -2.394  0.581
H  -2.082  -0.391  -1.474
H  3.552  1.905  -1.729
O  -1.945  0.633  0.284
C  -2.683  1.804  0.239
C  -2.488  -0.467  -0.452
C  -2.649  2.682  1.231
H  2.113  1.056  -2.333
C  0.878  -1.801  1.325
C  3.201  0.019  -0.800
H  -2.072  2.503  2.140
H  -3.581  -0.380  -0.459
H  -3.220  3.605  1.139
O  -2.876  -2.785  -0.141
O  0.519  -0.561  1.787
C  -2.076  -1.829  0.097
C  2.184  -1.600  0.715
H  3.870  0.208  0.053
H  -3.262  1.937  -0.677
H  3.729  -0.605  -1.536
O  2.044  -0.688  -0.324
C  2.671  1.316  -1.407
H  -1.074  -2.036  -0.354
Sr  0.492  0.953  0.486
H  0.654  -2.783  0.847
O  1.865  2.009  -0.515

Force components x, y, z for each atom (eV/Å):
H -1.5 0.5 0.1
H -0.1 0.1 -0.4
H -0.3 -0.3 0.1
H -0.1 -0.1 -0.1
O -0.7 0.6 0.2
C 0.0 -0.3 0.0
C -0.7 0.6 0.8
C 0.0 0.0 -0.1
H 0.2 0.0 0.1
C 4.9 3.0 0.7
C 0.4 0.1 0.0
H -0.2 0.0 -0.2
H 0.2 -0.2 -0.1
H 0.2 -0.2 0.1
O 0.6 1.5 1.5
O -1.6 -6.7 2.5
C 0.6 -2.5 -3.4
C -1.9 -1.9 -0.3
H -0.2 0.1 -0.2
H 0.1 0.0 0.2
H -0.1 0.1 0.1
O 1.1 0.2 -0.1
C 0.4 0.5 -0.2
H 0.2 0.0 0.5
Sr -3.8 3.1 -0.4
H -1.3 -0.1 0.9
O 3.5 1.8 -2.5